Below is 2 unconnected molecules or ions with the total composition C4H11NS, with properties calculated with ωB97M-V/def2-TZVPD.

```
17
C4H11NS, DFT ωB97M-V/def2-TZVPD
C 2.8629 -1.7806 2.2002
C 3.8118 -0.6447 2.6006
S 2.9772 0.5426 3.7153
H 2.3249 -2.0999 3.0885
H 2.1279 -1.4355 1.4734
H 3.4547 -2.6188 1.8459
H 4.7034 -1.0097 3.0989
H 4.1872 -0.1481 1.7164
C -4.1549 0.8408 -2.8058
C -4.3778 1.7685 -3.8101
N -2.9859 0.4173 -2.4628
H -4.9564 0.3979 -2.2389
H -5.3589 2.2096 -3.8976
H -3.6342 2.1276 -4.5108
H -2.1556 0.9279 -2.7419
H 4.0730 0.7672 4.4469
H -2.8995 -0.2622 -1.7183
```

The relative energy (zero: lowest compared OMol25 entry of this formula, charge and spin) comes out at 11.0 kcal/mol. Its spin multiplicity is 2. The value obtained for the total energy is -611.6108 a.u. Its net charge is +1. Its expectation value of S² is 0.762. The highest occupied orbital energy (alpha / beta) comes out at -10.59 / -10.59 eV. As for the HOMO-LUMO gap (alpha / beta): 6.4 / 2.8 eV.